(1)
This record from the Open Molecules 2025 dataset describes a molecular structure, C45H59BrClIrN2O5P2S6Si in a non-equilibrium geometry. The level of theory is the ωB97M-V functional and the def2-TZVPD basis.

⟨S²⟩ = 0.78
DFT total energy = -8735.3464 a.u.
ΔE to the lowest compared entry with this formula, charge and spin = 190.0 kJ/mol
E_HOMO (spin up / spin down) = -10.040 / -10.581 eV
Spin multiplicity = 2
Orbital gap (spin up / spin down) = 6.6130 / 6.1103 eV
Max |F| = 0.053 Eh/bohr
Molar mass = 1298.0 g mol⁻¹
Net charge = +1

Geometry (Å):
Ir1 0.875 -0.059 0.408
O1 2.797 -2.843 -0.113
Cl1 2.776 -1.696 -0.957
O2 3.697 -1.785 -2.012
O3 1.397 -1.463 -1.462
O4 3.003 -0.494 -0.142
C1 -3.023 -3.523 7.283
S1 -3.063 -1.861 6.595
C2 -1.664 -1.975 5.457
C3 -1.273 -0.580 4.989
C4 -0.250 -0.595 3.865
N1 -0.653 -1.280 2.573
P1 -1.168 -0.282 1.231
C5 -2.331 0.913 1.878
C6 -3.348 0.464 2.727
C7 -4.354 1.334 3.109
C8 -4.348 2.645 2.654
C9 -3.337 3.093 1.818
C10 -2.330 2.225 1.424
C11 -2.119 -1.287 0.053
C12 -1.730 -1.395 -1.274
C13 -2.485 -2.135 -2.174
C14 -3.646 -2.760 -1.756
C15 -4.060 -2.640 -0.435
C16 -3.309 -1.901 0.459
P2 0.710 -1.971 1.659
C17 -0.102 -3.482 1.033
C18 0.119 -4.078 -0.203
C19 -0.548 -5.245 -0.539
C20 -1.426 -5.839 0.354
C21 -1.658 -5.245 1.584
C22 -1.019 -4.063 1.916
C23 1.991 -2.424 2.831
C24 3.202 -1.740 2.875
C25 4.155 -2.084 3.820
C26 3.905 -3.109 4.718
C27 2.701 -3.800 4.670
C28 1.747 -3.468 3.726
H1 -3.810 -3.584 8.030
H2 -2.068 -3.717 7.770
H3 -3.209 -4.279 6.522
H4 -1.943 -2.590 4.598
H5 -0.823 -2.460 5.959
H6 -0.809 -0.027 5.810
H7 -2.162 -0.015 4.727
H8 0.594 -1.179 4.230
H9 0.125 0.406 3.666
H10 -3.358 -0.554 3.088
H11 -5.134 0.986 3.773
H12 -5.135 3.321 2.958
H13 -3.331 4.115 1.469
H14 -1.541 2.579 0.769
H15 -0.844 -0.897 -1.647
H16 -2.157 -2.219 -3.201
H17 -4.233 -3.340 -2.455
H18 -4.970 -3.121 -0.103
H19 -3.648 -1.820 1.480
H20 0.796 -3.644 -0.918
H21 -0.374 -5.692 -1.508
H22 -1.935 -6.755 0.089
H23 -2.351 -5.690 2.285
H24 -1.246 -3.583 2.855
H25 3.411 -0.947 2.173
H26 5.093 -1.547 3.848
H27 4.652 -3.378 5.452
H28 2.506 -4.604 5.367
H29 0.821 -4.026 3.694
C29 0.079 3.873 -4.052
C30 0.876 4.694 -3.026
C31 -0.176 5.347 -2.117
C32 1.633 5.801 -3.784
Si1 2.152 3.675 -2.012
Br1 0.793 1.778 -1.551
C33 2.587 4.390 -0.302
C34 3.768 3.635 0.324
C35 1.422 4.328 0.697
C36 3.008 5.865 -0.472
C37 3.605 2.952 -3.016
C38 4.298 1.774 -2.314
C39 4.656 4.059 -3.242
C40 3.132 2.450 -4.389
H30 -0.538 4.565 -4.631
H31 -0.603 3.177 -3.565
H32 0.696 3.317 -4.754
H33 -0.895 5.874 -2.749
H34 0.240 6.076 -1.425
H35 -0.734 4.604 -1.544
H36 0.902 6.451 -4.272
H37 2.274 5.396 -4.565
H38 2.243 6.428 -3.135
H39 3.594 2.560 0.381
H40 3.916 3.997 1.344
H41 4.699 3.796 -0.218
H42 1.187 3.303 0.983
H43 0.510 4.797 0.333
H44 1.726 4.859 1.603
H45 3.829 5.993 -1.178
H46 3.356 6.235 0.496
H47 2.189 6.507 -0.789
H48 4.941 2.087 -1.494
H49 4.929 1.262 -3.044
H50 3.592 1.043 -1.928
H51 5.041 4.463 -2.307
H52 4.282 4.888 -3.841
H53 5.505 3.626 -3.777
H54 2.362 1.681 -4.307
H55 3.985 2.005 -4.905
H56 2.757 3.253 -5.022
C41 -1.798 0.791 -5.140
S2 -3.170 1.927 -5.449
C42 -4.336 1.553 -4.222
C43 -4.159 1.470 -2.827
S3 -2.768 1.737 -1.967
S4 -5.638 1.130 -1.946
C44 -6.758 1.169 -3.270
S5 -8.361 0.975 -3.151
S6 -5.944 1.404 -4.802
H57 -1.041 1.076 -5.869
H58 -2.115 -0.230 -5.337
H59 -1.403 0.893 -4.136
O5 3.327 1.835 3.102
C45 2.418 1.399 2.504
N2 1.430 1.011 1.955

(2)
This record from the Open Molecules 2025 dataset describes 7 unconnected molecules or ions with the total composition C17H29N3O18S4 in a non-equilibrium geometry. The level of theory is the ωB97M-V functional and the def2-TZVPD basis.

DFT total energy = -3776.2752 a.u.
E_HOMO = -7.869 eV
SMILES = C[N+](=O)[O-].O=S1(=O)OCCO1.O=S1(=O)OCCO1.O=S1(=O)OCCO1.O=S1(=O)OCCO1.c1cc[nH]c1.c1cc[nH]c1
Orbital gap = 7.9645 eV
Max |F| = 0.050 Eh/bohr
Molar mass = 691.7 g mol⁻¹
Net charge = 0

Geometry (Å):
C1 -0.476 2.113 -0.362
N1 0.154 1.112 -1.281
O1 0.733 0.185 -0.785
O2 0.010 1.347 -2.457
H1 -1.534 1.870 -0.288
H2 -0.419 3.091 -0.829
H3 0.088 2.134 0.563
C2 4.055 0.361 1.414
C3 2.936 0.294 2.472
O3 2.865 1.599 3.007
S1 3.229 2.686 1.881
O4 3.689 3.877 2.522
O5 2.247 2.857 0.844
O6 4.438 1.731 1.329
H4 3.581 0.021 0.478
H5 4.914 -0.305 1.341
H6 3.088 -0.428 3.279
H7 1.934 -0.008 2.155
C4 -4.032 -1.515 -2.563
C5 -2.504 -1.320 -2.230
O7 -2.433 -1.038 -0.871
S2 -3.811 -0.457 -0.294
O8 -3.934 0.914 -0.700
O9 -3.925 -0.803 1.084
O10 -4.676 -1.408 -1.274
H8 -4.215 -2.479 -3.023
H9 -4.349 -0.680 -3.182
H10 -2.090 -0.483 -2.797
H11 -1.992 -2.244 -2.498
C6 -0.838 3.202 5.257
C7 0.488 2.672 4.718
O11 0.200 2.261 3.370
S3 -1.366 1.774 3.253
O12 -1.390 0.347 3.188
O13 -2.106 2.563 2.333
O14 -1.703 2.162 4.815
H12 -1.130 4.193 4.907
H13 -0.767 3.259 6.342
H14 0.847 1.903 5.398
H15 1.260 3.415 4.514
C8 4.343 -1.693 -2.298
C9 2.945 -1.436 -1.734
O15 3.003 -1.984 -0.431
S4 4.199 -3.061 -0.248
O16 3.653 -4.374 -0.145
O17 5.147 -2.619 0.729
O18 4.797 -2.893 -1.730
H16 5.010 -0.831 -2.165
H17 4.307 -1.693 -3.391
H18 2.241 -2.001 -2.354
H19 2.639 -0.394 -1.773
N2 -2.373 0.505 -6.055
C10 -2.595 1.205 -4.926
C11 -3.958 1.231 -4.660
C12 -4.551 0.481 -5.719
C13 -3.546 -0.027 -6.515
H20 -1.456 0.275 -6.391
H21 -1.729 1.560 -4.390
H22 -4.471 1.706 -3.842
H23 -5.593 0.264 -5.888
H24 -3.640 -0.493 -7.482
N3 -0.969 -2.329 2.182
C14 -0.707 -2.770 3.455
C15 0.669 -2.728 3.614
C16 1.234 -2.372 2.380
C17 0.199 -2.111 1.512
H25 -1.889 -2.174 1.809
H26 -1.487 -3.009 4.155
H27 1.056 -2.994 4.587
H28 2.284 -2.384 2.138
H29 0.177 -1.634 0.547